(1)
Computed, not measured: the molecule C4H5FO, with ωB97M-V with the def2-TZVPD basis set.

Values from the calculation:
Energy above the lowest of the compared OMol25 structures with the same formula, charge and spin   17.6 kJ/mol
Structure (SMILES)   C/C(C=O)=C/F
Kohn-Sham gap   10.313 eV
2S+1   1
E_HOMO   -9.87 eV

Cartesian coordinates (Å):
C -0.755 1.199 -0.019
C 0.080 -0.041 -0.047
C -0.487 -1.414 -0.044
O -1.663 -1.691 0.037
C 1.408 -0.036 0.068
F 2.125 -1.136 -0.037
H -1.359 1.283 0.884
H -1.456 1.119 -0.840
H -0.128 2.104 -0.177
H 0.213 -2.263 -0.010
H 2.023 0.875 0.184

natural (NBO) population analysis, charges in e, atoms 1 to 5: C -0.63; C -0.21; C 0.39; O -0.52; C 0.30

(2)
Computed, not measured: a cluster of 3 separate species, C13H28BrN5OP in total, with ωB97M-V with the def2-TZVPD basis set.

Values from the calculation:
Energy above the lowest of the compared OMol25 structures with the same formula, charge and spin   209.9 kJ/mol
Kohn-Sham gap   8.122 eV
2S+1   1
E_HOMO   -12.79 eV
Total charge   +1

Cartesian coordinates (Å):
C 3.348 -3.852 3.404
N 2.988 -3.735 1.973
C 2.479 -2.424 1.594
N 0.998 -2.187 1.852
N 0.331 -3.251 2.507
C -0.996 -3.155 2.509
C -1.714 -2.918 3.912
C -1.950 -3.308 1.272
P 0.902 -0.575 2.732
O -0.636 0.115 2.531
Br 1.256 -1.053 4.934
H 4.067 -3.057 3.756
H 2.420 -3.788 4.059
H 3.775 -4.889 3.564
H 2.419 -4.510 1.634
H 3.063 -1.667 2.214
H 2.774 -2.217 0.519
H 0.560 -2.001 0.918
H -2.581 -3.654 3.952
H -2.111 -1.870 3.955
H -1.015 -3.182 4.752
H -1.582 -2.844 0.315
H -2.212 -4.402 1.100
H -2.939 -2.815 1.543
H -0.967 0.346 3.427
C -2.907 0.585 -2.676
C -2.663 -0.171 -1.374
C -2.041 0.706 -0.283
C -0.713 1.226 -0.745
N 0.319 1.621 -1.103
H -1.974 0.947 -3.112
H -3.377 -0.069 -3.412
H -3.566 1.442 -2.513
H -2.011 -1.027 -1.578
H -3.614 -0.570 -1.010
H -1.898 0.122 0.633
H -2.694 1.550 -0.049
C 1.333 4.034 -3.016
C 2.015 5.000 -3.979
C 1.088 6.123 -4.451
C -0.087 5.545 -5.171
N -1.001 5.096 -5.729
H 0.494 3.521 -3.492
H 2.035 3.268 -2.683
H 0.958 4.559 -2.133
H 2.386 4.439 -4.841
H 2.885 5.441 -3.485
H 1.623 6.794 -5.126
H 0.732 6.710 -3.601

natural (NBO) population analysis, charges in e, atoms 1 to 5: C -0.43; N -0.60; C -0.09; N -0.53; N -0.44

(3)
Computed, not measured: a structure of composition C11H15N5NiO2Se2, with ωB97M-V with the def2-TZVPD basis set.

Values from the calculation:
Kohn-Sham gap (alpha / beta)   5.902 / 5.881 eV
2S+1   3
E_HOMO (alpha / beta)   -6.83 / -6.97 eV

Cartesian coordinates (Å):
Ni 0.698 -1.165 -0.371
N 4.896 -1.539 -0.293
C 3.850 -1.615 -1.136
N 2.740 -1.682 -0.439
C 3.160 -1.627 0.868
N 4.471 -1.543 0.970
C 2.205 -1.605 1.954
C 2.562 -1.571 3.302
N 1.662 -1.513 4.261
C 0.385 -1.522 3.894
C 0.002 -1.567 2.564
N 0.906 -1.581 1.586
H 5.884 -1.474 -0.493
H 3.940 -1.613 -2.205
H 3.602 -1.575 3.592
H -0.341 -1.488 4.693
H -1.039 -1.595 2.272
O -2.871 0.905 -3.252
C -1.691 1.315 -2.590
C -1.948 1.454 -1.081
C -3.053 2.522 -0.850
O -4.309 2.167 -1.347
C -2.434 0.131 -0.489
Se -1.427 -1.482 -1.038
C -0.693 1.965 -0.375
Se 1.021 1.080 -0.807
H -2.650 0.373 -4.021
H -1.347 2.279 -2.993
H -0.892 0.579 -2.734
H -2.709 3.465 -1.305
H -3.190 2.691 0.223
H -4.177 1.781 -2.226
H -3.465 -0.039 -0.805
H -2.404 0.177 0.601
H -0.816 1.897 0.708
H -0.527 3.011 -0.639

natural (NBO) population analysis, charges in e, atoms 1 to 5: Ni 1.00; N -0.32; C 0.22; N -0.55; C 0.27

(4)
Computed, not measured: a structure of composition C55H75BN7P2RbS, with ωB97M-V with the def2-TZVPD basis set.

Values from the calculation:
Energy above the lowest of the compared OMol25 structures with the same formula, charge and spin   52.9 kJ/mol
Kohn-Sham gap   8.213 eV
2S+1   1
E_HOMO   -7.97 eV

Cartesian coordinates (Å):
Rb 0.875 1.144 0.281
C 1.903 1.826 3.892
C 2.251 0.475 4.504
C 1.516 0.250 5.829
C 2.058 -0.645 3.516
C 2.179 -2.029 3.742
C 2.169 -2.614 2.496
C 2.166 -4.121 2.335
C 0.724 -4.654 2.136
C 3.167 -4.753 1.361
N 2.032 -1.606 1.573
N 1.938 -0.407 2.228
B 2.555 -1.604 0.084
N 3.678 -0.552 -0.075
N 3.493 0.770 0.189
C 4.610 1.385 -0.155
C 5.550 0.464 -0.655
C 4.914 -0.761 -0.589
C 5.406 -2.100 -1.058
C 6.932 -2.182 -1.019
C 4.869 -2.387 -2.466
C 4.710 2.878 -0.023
C 6.162 3.348 -0.003
C 3.934 3.571 -1.151
N 1.513 -1.371 -1.095
N 1.576 -0.252 -1.876
C 0.957 -0.528 -3.008
C 0.464 -1.850 -2.986
C 0.854 -2.350 -1.761
C 0.699 -3.742 -1.233
C 1.577 -4.710 -2.030
C -0.762 -4.190 -1.242
C 0.986 0.459 -4.140
C 2.294 0.297 -4.924
C -0.221 0.311 -5.061
H 2.189 2.641 4.561
H 0.825 1.892 3.725
H 2.415 1.962 2.936
H 3.321 0.484 4.729
H 0.486 0.598 5.760
H 1.999 0.804 6.639
H 1.495 -0.805 6.110
H 2.283 -2.551 4.683
H 2.485 -4.456 3.320
H 0.097 -3.929 1.616
H 0.249 -4.847 3.100
H 0.721 -5.588 1.563
H 2.862 -4.670 0.321
H 3.258 -5.817 1.597
H 4.154 -4.296 1.464
H 3.015 -2.689 -0.105
H 6.551 0.659 -1.007
H 5.008 -2.865 -0.390
H 7.378 -1.508 -1.757
H 7.262 -3.197 -1.253
H 7.318 -1.910 -0.034
H 5.270 -1.656 -3.174
H 3.777 -2.317 -2.491
H 5.162 -3.387 -2.800
H 4.244 3.152 0.928
H 6.638 3.165 -0.971
H 6.739 2.825 0.763
H 6.215 4.420 0.198
H 4.334 3.265 -2.122
H 4.014 4.658 -1.073
H 2.877 3.300 -1.131
H -0.075 -2.377 -3.761
H 1.046 -3.738 -0.202
H 1.275 -4.715 -3.081
H 1.486 -5.728 -1.640
H 2.629 -4.414 -1.986
H -1.127 -4.302 -2.268
H -1.399 -3.460 -0.737
H -0.871 -5.153 -0.737
H 0.984 1.460 -3.700
H 2.348 -0.707 -5.356
H 3.152 0.428 -4.263
H 2.358 1.026 -5.737
H -0.263 -0.697 -5.482
H -0.155 1.016 -5.893
H -1.162 0.495 -4.535
C -6.786 1.125 -3.640
S -5.395 2.242 -3.919
C -4.146 1.300 -3.011
C -2.873 2.115 -2.851
C -1.830 1.420 -1.973
N -2.143 1.382 -0.492
P -1.885 -0.319 -0.059
C -3.552 -0.961 -0.522
C -3.661 -1.680 -1.706
C -4.902 -2.119 -2.159
C -6.045 -1.831 -1.429
C -5.946 -1.110 -0.239
C -4.708 -0.682 0.212
C -1.930 -0.661 1.751
C -1.611 0.160 2.821
C -1.728 -0.302 4.129
C -2.082 -1.612 4.383
C -2.313 -2.475 3.315
C -2.246 -2.003 2.017
P -1.846 3.026 0.033
C -3.506 3.807 -0.142
C -3.549 5.189 -0.314
C -4.768 5.847 -0.419
C -5.954 5.127 -0.360
C -5.916 3.749 -0.191
C -4.697 3.092 -0.081
C -1.785 3.241 1.857
C -0.639 3.865 2.343
C -0.560 4.277 3.671
C -1.626 4.054 4.524
C -2.782 3.438 4.046
C -2.867 3.052 2.722
H -7.622 1.479 -4.242
H -7.070 1.120 -2.587
H -6.523 0.114 -3.953
H -3.943 0.372 -3.550
H -4.563 1.042 -2.035
H -3.122 3.099 -2.463
H -2.414 2.278 -3.831
H -0.863 1.911 -2.135
H -1.716 0.392 -2.331
H -2.766 -1.889 -2.287
H -4.974 -2.679 -3.084
H -7.012 -2.171 -1.779
H -6.837 -0.887 0.337
H -4.636 -0.129 1.143
H -1.280 1.169 2.657
H -1.533 0.376 4.948
H -2.165 -1.971 5.403
H -2.561 -3.514 3.498
H -2.452 -2.682 1.197
H -2.622 5.752 -0.370
H -4.791 6.922 -0.558
H -6.905 5.637 -0.456
H -6.839 3.182 -0.151
H -4.666 2.016 0.042
H 0.190 4.056 1.673
H 0.338 4.763 4.033
H -1.567 4.369 5.559
H -3.624 3.276 4.710
H -3.780 2.600 2.351

Mulliken population analysis, charges in e, atoms 1 to 5: Rb 1.26; C -0.34; C 0.88; C -1.30; C -1.00

| no. | E_tot (eV) | largest force on an atom (eV/A) |
| --- | --- | --- |
| 1 | -8992.847 | 1.826 |
| 2 | -102754.341 | 3.401 |
| 3 | -194931.510 | 1.569 |
| 4 | -99431.522 | 1.119 |